No. 1
Molecular formula: C6H18NOSi
Method: DFT, ωB97M-V with the def2-TZVPD basis set

molecular weight = 148.30 g/mol
gap between HOMO and LUMO = 0.3858 Eh
relative energy (zero: lowest compared OMol25 entry of this formula, charge and spin) = 96.3 kcal/mol
max |F| = 6.4 eV/Å
charge = +1

The geometry in XYZ format:
```
27
Properties=species:S:1:pos:R:3:mulliken_charge:R:1
C 0.839 2.503 -0.341 -1.17
C -3.022 -0.920 0.201 -1.29
C -0.013 -1.250 -2.194 -0.70
C -0.526 1.962 0.046 -0.44
C -1.712 -0.980 1.074 -0.77
C 1.677 -0.514 1.637 -1.10
N 2.675 -1.006 0.607 -0.22
O 0.504 -0.650 -1.016 -0.25
Si -0.263 0.031 0.266 0.45
H 0.946 3.562 -0.663 0.37
H 1.495 2.650 0.622 0.22
H 1.297 1.958 -1.029 0.36
H -2.914 -1.661 -0.666 0.27
H -3.792 -1.007 0.856 0.43
H -3.160 0.023 -0.206 0.38
H 0.017 -0.558 -3.146 0.24
H -1.028 -1.574 -2.162 0.26
H 0.585 -2.036 -2.520 0.35
H -1.146 2.101 -0.828 0.39
H -0.801 2.316 1.026 0.42
H -1.604 -1.972 1.252 0.54
H -2.077 -0.575 1.932 0.45
H 1.561 -1.409 2.235 0.42
H 2.076 0.240 2.155 0.47
H 2.190 -1.766 0.196 0.32
H 3.557 -1.158 0.940 0.34
H 2.827 -0.236 -0.042 0.29
```

=====

No. 2
Molecular formula: C29H52F6N2O18S7V
Method: DFT, ωB97M-V with the def2-TZVPD basis set

molecular weight = 1106.13 g/mol
gap between HOMO and LUMO (alpha / beta) = 0.2576 / 0.2775 Eh
⟨S²⟩ = 0.81
max |F| = 5.2 eV/Å
spin multiplicity = 2

The geometry in XYZ format:
```
115
Properties=species:S:1:pos:R:3:mulliken_charge:R:1
O -4.274 -0.798 -2.025 -0.51
V -2.829 -1.503 -2.131 1.19
C -2.524 -2.312 2.576 0.51
F -3.160 -2.296 3.807 -0.26
F -1.804 -1.208 2.475 -0.19
F -1.693 -3.255 2.515 -0.14
S -3.803 -2.533 1.092 1.23
O -4.365 -3.882 1.210 -0.66
O -4.790 -1.510 1.292 -0.68
O -3.122 -2.401 -0.232 -0.22
C 0.509 0.670 0.262 0.13
F 0.075 0.341 1.498 0.12
F -0.247 1.629 -0.311 -0.27
F 1.727 1.187 0.317 -0.06
S 0.463 -0.855 -0.911 -0.22
O 0.974 -1.926 -0.076 -0.03
O -0.917 -1.099 -1.285 0.39
O 1.333 -0.533 -2.064 -0.32
C 4.626 -1.073 -0.515 -0.64
C 4.459 -2.508 0.124 0.61
O 4.898 -2.748 1.240 -0.61
C 3.839 -3.577 -0.750 -0.42
H 3.847 -0.839 -1.240 -0.06
H 5.626 -1.093 -0.948 0.52
H 4.507 -0.312 0.257 0.23
H 3.699 -4.442 -0.102 0.30
H 4.483 -3.697 -1.622 0.46
H 2.830 -3.338 -1.084 -0.37
C 1.458 -2.363 3.056 0.19
C 2.109 -1.182 3.548 0.27
N 2.689 -0.261 3.884 -0.57
H 1.107 -2.988 3.877 0.47
H 2.086 -2.901 2.346 0.16
H 0.563 -2.013 2.540 -0.43
C 3.259 -0.156 -4.521 -0.37
C 2.711 -1.500 -4.579 0.45
N 2.276 -2.565 -4.612 -0.52
H 4.255 -0.234 -4.086 0.28
H 2.706 0.579 -3.935 -0.22
H 3.304 0.110 -5.577 0.46
C 0.093 -6.134 -0.201 -0.69
C 0.815 -6.290 -1.505 -0.76
C 0.522 -5.104 -2.405 0.08
S -1.291 -4.806 -2.199 0.58
O -2.112 -5.852 -2.850 -0.68
O -1.620 -3.401 -2.378 -0.59
C -1.131 -5.214 -0.442 0.12
H 0.777 -5.720 0.541 0.31
H -0.281 -7.091 0.161 0.29
H 0.441 -7.208 -1.958 0.39
H 1.870 -6.510 -1.342 0.43
H 0.686 -5.325 -3.460 0.53
H 0.973 -4.210 -1.974 -0.49
H -2.135 -5.555 -0.191 0.74
H -0.902 -4.237 -0.016 -0.51
C -4.868 2.556 1.865 -0.77
C -3.585 3.409 1.959 -0.81
C -2.456 2.558 1.412 0.08
S -3.218 1.935 -0.115 0.85
O -2.800 0.537 -0.417 -0.06
O -3.062 2.958 -1.121 -0.85
C -4.906 1.908 0.485 -0.54
H -5.706 3.246 1.963 0.37
H -4.999 1.934 2.751 0.38
H -3.366 3.874 2.920 0.46
H -3.786 4.258 1.305 0.35
H -2.313 1.660 2.013 -0.55
H -1.520 3.068 1.182 0.47
H -5.171 0.853 0.557 0.14
H -5.595 2.313 -0.256 0.48
C 2.473 4.122 -1.410 -0.21
C 3.191 2.887 -2.022 0.79
C 4.386 2.622 -1.144 -0.68
S 5.021 4.325 -0.822 1.14
O 6.146 4.555 -1.714 -0.67
O 5.200 4.517 0.610 -0.64
C 3.492 5.223 -1.386 -0.88
H 2.110 3.957 -0.395 0.20
H 1.590 4.327 -2.016 0.10
H 3.465 3.137 -3.047 0.68
H 2.509 2.037 -2.057 -1.36
H 5.196 2.061 -1.610 0.50
H 3.994 2.122 -0.258 0.18
H 3.726 5.580 -2.389 0.38
H 3.389 6.077 -0.717 0.46
C -0.526 3.648 -4.431 -0.86
C -1.975 3.664 -5.085 -0.74
C -2.619 2.279 -4.922 -0.68
S -1.368 1.210 -4.049 0.62
O -0.560 0.618 -5.098 -0.66
O -2.001 0.312 -3.143 -0.17
C -0.409 2.545 -3.264 0.81
H -0.324 4.635 -4.015 0.43
H 0.227 3.476 -5.200 0.43
H -1.895 4.005 -6.117 0.31
H -2.607 4.421 -4.621 0.36
H -3.172 1.787 -5.723 0.55
H -3.389 2.414 -4.162 0.24
H 0.615 2.262 -3.021 -0.82
H -0.915 2.947 -2.387 0.23
C -1.587 -0.419 6.952 -0.76
C -0.653 -0.448 5.734 -0.15
C -0.727 0.872 4.936 0.57
S -1.375 2.104 6.213 1.10
O -2.680 2.523 5.738 -0.63
O -0.294 3.091 6.411 -0.68
C -1.539 0.893 7.639 -0.74
H -1.250 -1.222 7.607 0.41
H -2.600 -0.642 6.616 0.30
H -0.836 -1.203 4.969 -0.12
H 0.371 -0.525 6.099 0.32
H -1.301 0.995 4.017 -0.75
H 0.296 1.118 4.652 0.38
H -2.430 1.080 8.240 0.44
H -0.610 0.982 8.202 0.36
```

=====

No. 3
Molecular formula: CH5O6PSi
Method: DFT, ωB97M-V with the def2-TZVPD basis set

molecular weight = 172.11 g/mol
gap between HOMO and LUMO = 0.3026 Eh
relative energy (zero: lowest compared OMol25 entry of this formula, charge and spin) = 0.0 kcal/mol
max |F| = 2.9 eV/Å
charge = -2

The geometry in XYZ format:
```
14
Properties=species:S:1:pos:R:3:mulliken_charge:R:1
C -0.499 0.166 0.195 -0.90
O -2.351 -1.888 0.223 -0.75
O -2.962 0.433 1.203 -0.56
O -2.805 0.146 -1.335 -0.80
O 3.284 -1.371 0.458 -0.72
O 3.992 1.335 0.671 -0.76
O 2.752 0.513 -1.519 -0.49
Si 3.344 0.080 -0.019 0.66
P -2.231 -0.427 -0.037 0.94
H -0.033 0.842 -0.553 0.19
H -0.051 -0.806 0.157 0.26
H -3.937 0.258 1.095 0.27
H -0.389 0.611 1.152 0.35
H 1.887 0.108 -1.691 0.33
```

=====

No. 4
Molecular formula: C6H9LiO7Y
Method: DFT, ωB97M-V with the def2-TZVPD basis set

molecular weight = 288.98 g/mol
gap between HOMO and LUMO (alpha / beta) = 0.1980 / 0.2315 Eh
⟨S²⟩ = 0.75
relative energy (zero: lowest compared OMol25 entry of this formula, charge and spin) = 27.0 kcal/mol
max |F| = 4.7 eV/Å
spin multiplicity = 2
charge = +2

The geometry in XYZ format:
```
24
Properties=species:S:1:pos:R:3:mulliken_charge:R:1
O 1.061 2.606 -0.923 -0.75
C 2.121 1.915 -0.736 1.15
O 2.695 1.985 0.380 -0.63
Y 1.293 3.189 1.196 1.69
O 2.540 1.195 -1.736 -0.33
C 2.674 -0.235 -1.580 -0.25
C 1.476 -0.857 -0.924 -0.83
H 3.599 -0.439 -1.026 0.31
H 2.807 -0.596 -2.608 0.29
H 1.796 -1.302 0.027 0.39
H 1.029 -1.629 -1.562 0.41
C -2.754 -1.743 1.147 -0.51
C -1.514 -0.910 1.020 -0.12
O -1.680 0.307 1.664 -0.28
C -1.324 1.473 1.101 0.94
O -1.652 1.690 -0.077 -0.68
O -0.420 2.112 1.724 -0.69
O -2.654 -2.829 0.254 -0.53
Li -0.710 2.419 -1.513 0.92
H -3.642 -1.118 0.932 0.34
H -2.849 -2.097 2.188 0.28
H 0.230 -0.484 -0.348 0.11
H -3.526 -3.211 0.124 0.33
H -0.594 -1.442 1.275 0.42
```

=====

Question: Which value of max |F| does entry 2 give?
Answer: 5.2 eV/Å